Arrangement one

Computed, not measured: a single C3H8N2O2 molecule, with wB97M-V/def2-TZVPD.

```
! wB97M-V def2-TZVPD RIJCOSX def2/J DEFGRID3
* xyz 0 1
C -0.1978 -1.5181 -0.5128
C 1.0694 0.2222 -0.4113
C 0.0223 1.0177 0.3320
N -1.3702 -0.8507 -0.1442
N -1.0988 0.1576 0.8106
O 2.2563 -0.0841 0.2063
O -0.5274 1.9625 -0.5398
H -0.1719 -1.9535 -1.4960
H 0.2150 -2.1283 0.2823
H 1.2410 0.5456 -1.4254
H 0.4420 1.5028 1.2281
H -1.8013 -0.3953 -0.9440
H -0.8369 -0.3086 1.6765
H 2.1046 -0.4581 1.0837
H -1.3463 2.2883 -0.1460
*
```

As for the molar mass: 104.11 g/mol.

Arrangement two

Computed, not measured: 2 unconnected molecules or ions with the total composition C3H8N2O2, with wB97M-V/def2-TZVPD.

```
! wB97M-V def2-TZVPD RIJCOSX def2/J DEFGRID3
* xyz 0 1
N 2.0740 1.2099 1.1544
C -0.0055 0.7733 -0.5264
O 0.3065 1.7856 -1.0730
N 0.2442 -0.5670 -0.9613
C -1.0322 -1.1874 -0.6081
C -1.3521 -0.5737 0.7519
O -0.8003 0.7433 0.6056
H 1.8639 2.0450 0.6178
H 2.5105 0.5517 0.5185
H 0.9957 -0.9643 -0.3934
H -0.9911 -2.2733 -0.6450
H -1.7548 -0.8239 -1.3456
H -0.8715 -1.1156 1.5778
H -2.4183 -0.4703 0.9613
H 1.1795 0.8436 1.4650
*
```

As for the molar mass: 104.11 g/mol. Its SMILES is O=C1NCCO1.N.

Most favorable first, least favorable last: arrangement two, arrangement one

Arrangement one

Computed, not measured: 4 unconnected molecules or ions with the total composition C3H8N2O2, with wB97M-V/def2-TZVPD.

```
! wB97M-V def2-TZVPD RIJCOSX def2/J DEFGRID3
* xyz 0 1
C -0.7648 0.8628 -1.2553
N 0.8319 -0.4195 0.8679
N 1.8279 -0.4456 0.0801
C -0.9276 0.9316 0.0787
C -1.4504 1.1547 1.2495
O 0.1230 -1.6930 0.8675
O 2.3157 -1.6948 -0.3042
H -0.5941 -1.5371 1.4934
H 1.6128 -2.3408 -0.1046
H 1.5768 0.2306 -1.3043
H 0.8170 0.6167 -1.5912
H -1.2006 0.0189 -1.7800
H -0.8194 1.7846 -1.8246
H -0.8732 1.0382 2.1595
H -2.4751 1.4926 1.3675
*
```

As for the molar mass: 104.11 g/mol.

Arrangement two

Computed, not measured: 3 unconnected molecules or ions with the total composition C3H8N2O2, with wB97M-V/def2-TZVPD.

```
! wB97M-V def2-TZVPD RIJCOSX def2/J DEFGRID3
* xyz 0 1
C 0.2434 1.5688 -1.5170
C -1.0944 1.2624 -1.8224
N -1.4528 0.0153 -1.2168
C -0.3956 -0.4323 -0.5792
N 0.6296 0.4989 -0.7035
H 0.6876 2.4590 -1.8197
H -1.8093 1.8370 -2.3341
H -0.2257 -1.4765 -0.2146
H 1.5213 0.4132 -0.3661
H 2.6539 -1.6901 1.8369
H 1.4251 -0.8254 1.7510
O 2.3751 -0.7351 1.5318
H -1.7432 -0.4919 2.4060
H -1.5550 -1.2586 1.0727
O -1.2601 -1.1447 1.9749
*
```

As for the molar mass: 104.11 g/mol. Its SMILES is c1c[nH]cn1.O.O.

Arrangement three

Computed, not measured: a molecular structure, C3H8N2O2, with wB97M-V/def2-TZVPD.

```
! wB97M-V def2-TZVPD RIJCOSX def2/J DEFGRID3
* xyz 0 1
C -0.1403 1.2692 0.4002
C -1.0131 0.1361 -0.0420
C 0.4254 -1.2854 -0.1495
N 1.2012 0.8283 0.1255
N 1.4723 -0.5768 0.4428
O -1.9157 -0.1557 0.9146
O 0.6691 -1.6018 -1.4765
H -0.3594 2.2527 -0.1085
H -0.4200 1.4709 1.3823
H -1.2911 0.1912 -1.1171
H 0.2056 -2.1984 0.3995
H 1.2863 0.7115 -0.9017
H 1.5537 -0.8311 1.4370
H -2.5267 -0.8804 0.5320
H 1.6082 -1.4187 -1.5860
*
```

As for the molar mass: 104.11 g/mol.

Most favorable first, least favorable last: arrangement two, arrangement three, arrangement one

Arrangement one

Computed, not measured: 2 unconnected molecules or ions with the total composition C3H8N2O2, with wB97M-V/def2-TZVPD.

```
! wB97M-V def2-TZVPD RIJCOSX def2/J DEFGRID3
* xyz 0 1
C 2.2142 0.4467 0.0739
C -0.6027 0.0095 1.2268
C -0.3719 0.2183 -1.1813
N 1.1797 1.2014 0.1951
N -0.2262 0.8904 0.0851
O 1.2672 -1.7230 -0.2507
O 3.3674 0.2836 0.0701
H -1.7016 -0.1394 1.3265
H 0.0240 -0.8522 0.9596
H -0.4100 0.3218 2.2392
H -1.4275 0.1158 -1.3032
H -0.2125 0.9710 -1.8692
H 0.1887 -0.6096 -1.2797
H 1.4183 2.1706 0.1947
H 2.0636 -2.3024 0.0195
*
```

As for the molar mass: 104.11 g/mol.

Arrangement two

Computed, not measured: a single C3H8N2O2 molecule, with wB97M-V/def2-TZVPD.

```
! wB97M-V def2-TZVPD RIJCOSX def2/J DEFGRID3
* xyz 0 1
N -0.1028 1.6237 0.0655
C -0.3149 0.2960 -0.4355
C 0.9761 -0.1685 -1.1247
O 0.9398 -1.4870 -1.5885
C -0.6521 -0.7662 0.6412
N -0.4445 -0.3791 1.9221
O -1.0990 -1.8468 0.3085
H 0.8299 1.9319 0.2552
H -0.8179 2.3216 0.0228
H -1.1483 0.2451 -1.1390
H 1.7690 -0.1228 -0.3609
H 1.2238 0.5091 -1.9339
H 0.1596 -1.9750 -1.2957
H -0.9838 -0.8072 2.6539
H -0.3349 0.6253 2.0090
*
```

As for the molar mass: 104.11 g/mol. Its SMILES is NC(=O)[C@@H](N)CO.

Arrangement three

Computed, not measured: 2 unconnected molecules or ions with the total composition C3H8N2O2, with wB97M-V/def2-TZVPD.

```
! wB97M-V def2-TZVPD RIJCOSX def2/J DEFGRID3
* xyz 0 1
C 1.2927 -1.0365 0.0578
C -1.2228 1.7881 0.7496
N -1.5376 0.4136 0.4920
C -1.5769 -0.2666 -0.5181
O 1.5850 -0.0670 -0.9172
O 2.3871 -1.2336 0.9042
N -1.8429 -1.1691 -1.2784
H 2.4148 -0.2690 -1.3669
H 2.5049 -0.4406 1.4442
H 0.3131 -0.7729 0.6416
H 1.1170 -2.0114 -0.4215
H -1.9978 -1.3532 -2.2488
H -1.8204 2.4572 0.1259
H -0.1671 1.9753 0.5380
H -1.4491 1.9856 1.7976
*
```

As for the molar mass: 104.11 g/mol. Its SMILES is CN=C=N.OCO.

Most favorable first, least favorable last: arrangement two, arrangement three, arrangement one

Arrangement one

Computed, not measured: 3 unconnected molecules or ions with the total composition C3H8N2O2, with wB97M-V/def2-TZVPD.

```
! wB97M-V def2-TZVPD RIJCOSX def2/J DEFGRID3
* xyz 0 1
C 2.4833 -0.3071 -0.4662
C 1.6441 -0.0281 -1.4918
N 0.7488 0.9666 -1.1294
C 0.9286 1.1421 0.1608
N 2.0965 0.5458 0.5515
H 3.2119 -1.0625 -0.2285
H 1.5945 -0.4764 -2.4675
H 0.2288 1.5876 0.8470
H 2.6073 0.6998 1.4043
H -1.3257 0.3307 -0.4988
H -1.5821 0.1587 0.9676
O -1.8978 -0.1511 0.1202
H -4.1668 -2.4344 1.4011
H -3.5410 -1.2335 0.7333
O -4.0464 -1.4862 1.5211
*
```

As for the molar mass: 104.11 g/mol. Its SMILES is c1c[nH]cn1.O.O.

Arrangement two

Computed, not measured: a single C3H8N2O2 molecule, with wB97M-V/def2-TZVPD.

```
! wB97M-V def2-TZVPD RIJCOSX def2/J DEFGRID3
* xyz 0 1
N -0.4409 -2.1072 -0.2825
C 0.1461 -0.8176 -0.2992
O 1.3830 -0.8981 -0.9339
N -0.7185 0.1387 -0.9303
C -0.2385 1.4208 -0.4431
C 0.1480 1.1411 1.0169
O 0.4778 -0.2452 1.0278
H 0.2412 -2.8204 -0.0610
H -1.2533 -2.1832 0.3155
H -1.6733 -0.0333 -0.6247
H -0.9891 2.2032 -0.5632
H 0.6455 1.6880 -1.0313
H -0.6905 1.3172 1.7038
H 0.9912 1.7619 1.3478
H 1.9713 -0.5659 -0.2424
*
```

As for the molar mass: 104.11 g/mol. Its SMILES is N[C@@]1(O)NCCO1.

Arrangement three

Computed, not measured: a single C3H8N2O2 molecule, with wB97M-V/def2-TZVPD.

```
! wB97M-V def2-TZVPD RIJCOSX def2/J DEFGRID3
* xyz 0 1
C 0.8890 -0.2437 -0.7688
C 0.7106 0.8999 0.3337
C -1.1316 0.7143 0.5829
N -0.4166 -0.9080 -0.8602
N -1.1661 -0.7253 0.3898
O 1.2711 0.4693 1.5488
O -1.4798 1.4345 -0.5948
H 1.2301 0.2365 -1.7183
H 1.6005 -0.9831 -0.3786
H 0.9546 1.8992 0.2108
H -1.6657 1.1584 1.3870
H -0.9781 -0.2689 -1.5402
H -0.7562 -1.2221 1.1175
H 1.1750 -0.4788 1.5206
H -2.4319 1.3969 -0.9572
*
```

As for the molar mass: 104.11 g/mol. Its SMILES is O[C@H]1CNN[C@@H]1O.

Most favorable first, least favorable last: arrangement two, arrangement one, arrangement three

Arrangement one

Computed, not measured: 2 unconnected molecules or ions with the total composition CH6Cl2Si2, with wB97M-V/def2-TZVPD.

```
! wB97M-V def2-TZVPD RIJCOSX def2/J DEFGRID3
* xyz 0 1
C -2.2370 -0.0727 0.7416
Si 1.7924 0.3829 -1.1990
Si 0.7899 -0.3667 0.7936
Cl -2.7131 1.5692 1.0036
Cl -2.7468 -0.6412 -0.7701
H -2.7089 -0.6916 1.5390
H 2.2900 1.7464 -0.9092
H 1.0296 0.4265 -2.5790
H 2.9932 -0.5628 -1.4353
H 0.1632 -0.0660 2.0409
H 1.3475 -1.7239 0.7739
*
```

As for the molar mass: 145.14 g/mol.

Arrangement two

Computed, not measured: a molecular structure, CH6Cl2Si2, with wB97M-V/def2-TZVPD.

```
! wB97M-V def2-TZVPD RIJCOSX def2/J DEFGRID3
* xyz 0 1
C -1.6439 0.1035 0.2112
Si 1.8076 0.6984 0.1801
Si 0.3475 -1.1560 -0.1128
Cl -2.0477 1.2408 -1.0309
Cl -2.7993 -1.2621 0.2068
H -1.8442 0.6433 1.0851
H 3.2918 0.5290 0.3627
H 1.2426 1.3314 1.3304
H 1.4426 1.6154 -0.8392
H 0.0913 -2.5926 0.2068
H 0.1118 -1.1510 -1.6001
*
```

As for the molar mass: 145.14 g/mol.

Most favorable first, least favorable last: arrangement two, arrangement one

Arrangement one

Computed, not measured: 2 unconnected molecules or ions with the total composition C4H5N3S, with wB97M-V/def2-TZVPD.

```
! wB97M-V def2-TZVPD RIJCOSX def2/J DEFGRID3
* xyz 0 1
C -2.7381 -0.1553 -0.0200
C 0.1519 -1.1901 0.4391
C 0.4708 -1.0357 -0.9905
C -0.4186 0.9152 0.2752
N -2.9676 -1.1859 -0.4620
N -0.2002 -0.0896 1.0383
N -1.0112 2.1160 0.5000
S 0.2928 0.7018 -1.3733
H 0.4862 -1.9788 1.0590
H 1.6272 -1.4213 -1.0846
H 0.1213 -1.6425 -1.7322
H -0.7371 2.7301 -0.2218
H -1.4409 2.2021 1.3479
*
```

As for the molar mass: 127.17 g/mol.

Arrangement two

Computed, not measured: a single C4H5N3S molecule, with wB97M-V/def2-TZVPD.

```
! wB97M-V def2-TZVPD RIJCOSX def2/J DEFGRID3
* xyz 0 1
C 0.7679 1.9286 -0.1320
C 0.2758 0.6416 0.0806
C 0.2903 -0.0751 1.2078
C -0.7006 -1.2892 -1.0273
H 1.2271 2.3100 0.7825
H 0.8850 0.2486 2.0770
H -1.0125 -1.5911 2.3331
H -0.7960 -1.9586 -1.9721
H 0.3221 0.1159 -2.2039
N -0.5148 -1.2189 1.3552
N -0.9518 -1.8761 0.1533
N -0.3461 -0.0114 -1.1265
S 0.5537 2.7757 -1.5278
*
```

As for the molar mass: 127.17 g/mol. Its SMILES is S=CC1=CNN=CN1.

Arrangement three

Computed, not measured: a molecular structure, C4H5N3S, with wB97M-V/def2-TZVPD.

```
! wB97M-V def2-TZVPD RIJCOSX def2/J DEFGRID3
* xyz 0 1
C 0.4592 2.4567 -0.0007
C 1.8332 0.7046 -0.0361
C -0.0432 0.2535 -0.5867
C 0.3559 -1.9892 -0.1823
N 1.7014 1.9871 0.0107
N -0.5161 1.5698 -0.2568
N -0.4056 -0.9686 0.0721
S 2.7593 -0.5781 0.0906
H 0.3469 3.5172 0.0650
H 0.0913 -3.0486 0.2527
H 0.9878 -1.9935 -1.1065
H -1.5536 1.7292 -0.1207
H -0.9620 -1.0193 0.8881
*
```

As for the molar mass: 127.17 g/mol.

Most favorable first, least favorable last: arrangement two, arrangement one, arrangement three